# 1
The following is a quantum chemistry calculation of a 2-piece molecular cluster, C6H11NO overall, from the OMol25 dataset.

Each line ends with the Mulliken charge.
Positions of all 19 atoms, in Å:
C 0.00934 1.93921 0.35262  -1.1924
C -1.18103 0.94309 -0.16981  0.6510
N -1.94379 0.56157 0.95444  -0.4443
O -1.77627 1.30693 -1.19179  -0.6218
H -0.54477 2.87196 0.48029  0.3752
H 0.44585 1.67341 1.31859  0.3142
H 0.72871 2.11395 -0.44904  0.2771
H -1.43577 0.09439 1.69549  0.2579
H -2.79898 0.08494 0.69229  0.2578
C -0.80696 -2.15679 -0.81838  -1.2184
C 0.03483 -0.99251 -0.48455  0.1902
C 1.14109 -0.54617 -0.17457  0.6596
C 2.53520 -0.19939 0.07873  -1.3739
H -1.68279 -1.80704 -1.37145  0.3173
H -1.17612 -2.64379 0.08855  0.2554
H -0.27821 -2.88898 -1.43171  0.3378
H 2.88772 0.56974 -0.61324  0.3252
H 2.68193 0.16453 1.09873  0.3232
H 3.16002 -1.08906 -0.05519  0.3090

Properties
ΔE to the lowest compared entry with this formula, charge and spin = 74.29 kcal per mole
HOMO energy = -9.07 eV
frontier orbital gap = 9.8 eV

=====

# 2
The following is a quantum chemistry calculation of C2HIrO2 as an isolated structure, from the OMol25 dataset.

Each line ends with the Mulliken charge.
Positions of all 6 atoms, in Å:
O -0.74073 0.71118 0.54373  -0.2746
O 1.22390 -1.18038 0.36530  -0.1846
C -0.60044 0.82515 -0.63814  0.3880
C 1.38528 -1.11414 -0.76949  0.4851
H -1.37429 1.12070 -1.37713  0.4109
Ir 0.10628 -0.36251 1.87573  2.1752

Properties
net charge = +3
spin multiplicity = 6
HOMO energy (alpha / beta) = -26.83 / -29.04 eV
frontier orbital gap (alpha / beta) = 7.0 / 6.0 eV

=====

# 3
The following is a quantum chemistry calculation of C8H20ClI2MoOP2 as an isolated structure, from the OMol25 dataset.

Each line ends with the Mulliken charge.
Positions of all 35 atoms, in Å:
I -3.40430 3.00876 -0.21518  0.1843
I -1.45583 0.23405 -2.86402  0.1959
Mo -0.09415 -0.12110 -0.53995  -0.4897
P 1.50731 1.64092 -0.79642  0.9749
C 0.63813 3.17779 -1.11248  -1.0265
C 2.37819 1.93588 0.80186  -1.1394
H 3.20063 2.63438 0.65259  0.4318
H 3.27080 2.48117 -2.20047  0.4530
H 2.76509 1.00457 1.20317  0.3573
H 3.57542 0.76199 -1.71755  0.3861
H -0.03734 3.44427 -0.27975  0.3260
H 1.68645 2.34191 1.53785  0.4508
C 2.82443 1.48539 -2.07372  -1.0993
H 1.43525 3.92299 -1.27356  0.4544
H 2.42106 1.15248 -3.04333  0.3815
H 0.02683 3.06484 -2.02115  0.3901
P -1.54059 -1.73104 0.48680  0.9721
C -3.21206 -1.08553 0.50852  -1.0308
C -1.62180 -3.43902 -0.19824  -1.0979
H -0.04069 -2.09635 2.38767  0.3577
H -1.66191 -2.74700 2.69961  0.4319
H -1.33944 -1.00156 2.80950  0.4521
C -1.10444 -1.91637 2.26904  -1.1406
H -0.70445 -3.97767 0.09018  0.3861
H -2.50994 -3.91633 0.23790  0.4533
H -3.82413 -1.89538 0.93782  0.4544
H -3.52603 -0.87346 -0.52420  0.3920
H -1.72173 -3.43848 -1.29568  0.3823
H -3.27917 -0.14611 1.08447  0.3284
C -0.69731 0.99636 0.96618  0.3885
O -1.01409 1.64518 1.92130  -0.1998
Cl 1.84906 -2.24795 -1.51976  0.0231
C 1.52268 -1.37130 0.01408  -0.6378
H 1.25194 -2.11901 0.78279  0.4272
H 2.43612 -0.80926 0.28413  0.4267

Properties
net charge = +3
ΔE to the lowest compared entry with this formula, charge and spin = 0.00 kcal per mole
spin multiplicity = 3
HOMO energy (alpha / beta) = -19.23 / -18.75 eV
frontier orbital gap (alpha / beta) = 4.7 / 4.4 eV

=====

Number 1: largest force on an atom 0.110 hartree/bohr, calculated total energy -9935.2329 eV. Number 2: largest force on an atom 0.077 hartree/bohr, calculated total energy -8971.0875 eV. Number 3: largest force on an atom 0.193 hartree/bohr, calculated total energy -59792.4273 eV.